Computed, not measured: a single C3H6N2O2 molecule at a distorted geometry, with wB97M-V/def2-TZVPD.

Atoms and positions in Å:
H (-0.761, 0.310, -2.087)
N (-1.268, 0.770, -1.193)
C (-0.429, 0.321, -0.289)
N (-0.696, 0.556, 1.021)
O (-1.659, 1.524, 1.119)
C (0.851, -0.288, -0.459)
C (1.094, -1.500, 0.311)
O (1.646, -0.219, 0.803)
H (0.037, 0.751, 1.556)
H (-2.157, 1.455, 0.234)
H (1.408, 0.372, -1.418)
H (0.085, -1.907, 0.647)
H (1.850, -2.145, -0.243)

Properties
Net charge = 0
LUMO = 0.8 eV
Frontier orbital gap = 9.816 eV
Relative energy (zero: lowest compared OMol25 entry of this formula, charge and spin) = 147.7 kcal per mole
2S+1 = 1

***

Computed, not measured: a single H4SSi2 molecule at a distorted geometry, with wB97M-V/def2-TZVPD.

Atoms and positions in Å:
Si (-0.359, -1.186, 0.024)
Si (0.470, 1.063, 0.059)
S (-1.878, 0.369, 0.013)
H (0.318, -1.870, -1.212)
H (-0.365, -2.165, 1.261)
H (0.768, 2.130, 1.030)
H (1.046, 1.660, -1.176)

Properties
Net charge = 0
LUMO = 0.2 eV
Frontier orbital gap = 9.046 eV
Relative energy (zero: lowest compared OMol25 entry of this formula, charge and spin) = 13.7 kcal per mole
2S+1 = 1

***

Computed, not measured: a molecular structure, C12H22AuBrN5S2 at a distorted geometry, with wB97M-V/def2-TZVPD.

Atoms and positions in Å:
Au (0.517, -0.014, 0.337)
C (1.919, 5.142, 1.776)
C (1.506, 4.205, 0.677)
C (1.410, 4.602, -0.657)
C (1.027, 3.707, -1.651)
C (0.751, 2.417, -1.283)
Br (0.242, 1.100, -2.532)
N (0.847, 2.008, -0.013)
C (1.208, 2.882, 0.952)
H (2.124, 6.137, 1.391)
H (2.812, 4.773, 2.282)
H (1.145, 5.221, 2.540)
H (1.638, 5.626, -0.927)
H (0.949, 4.010, -2.686)
H (1.253, 2.504, 1.967)
C (-2.993, -2.805, -2.613)
C (-3.567, -2.635, -1.216)
N (-3.232, -1.281, -0.714)
C (-2.903, -0.883, 0.502)
S (-1.956, 0.617, 0.590)
N (-3.236, -1.445, 1.639)
C (-4.064, -2.650, 1.901)
C (-3.200, -3.848, 2.278)
H (-3.153, -3.827, -2.954)
H (-1.921, -2.598, -2.627)
H (-3.491, -2.145, -3.324)
H (-3.163, -3.376, -0.530)
H (-4.650, -2.756, -1.249)
H (-3.100, -0.590, -1.441)
H (-2.862, -1.006, 2.471)
H (-4.693, -2.852, 1.042)
H (-4.715, -2.390, 2.734)
H (-2.636, -4.215, 1.419)
H (-3.836, -4.652, 2.645)
H (-2.497, -3.585, 3.070)
N (1.905, -3.737, -0.590)
C (1.732, -3.048, 0.515)
N (2.656, -2.979, 1.447)
S (0.151, -2.279, 0.795)
H (2.744, -4.276, -0.769)
H (1.169, -3.795, -1.277)
H (3.532, -3.485, 1.374)
H (2.471, -2.518, 2.325)

Properties
Net charge = +3
LUMO (spin up / spin down) = -13.7 / -13.7 eV
Frontier orbital gap (spin up / spin down) = 4.590 / 4.587 eV
Relative energy (zero: lowest compared OMol25 entry of this formula, charge and spin) = 24.7 kcal per mole
2S+1 = 1